No. 1
Entry from the Open Molecules 2025 dataset: a molecular structure, C32H48AlN10O2P (ωB97M-V/def2-TZVPD).

The geometry in XYZ format:
```
94
C32H48AlN10O2P (ωB97M-V/def2-TZVPD)
Al -0.3799 0.2391 1.4682
C -2.6795 -4.8060 3.0020
C -3.4564 -3.8593 3.6646
C -3.0888 -2.5307 3.6621
C -1.9166 -2.1410 2.9989
C -1.1382 -3.0970 2.3358
C -1.5246 -4.4210 2.3331
N -1.4832 -0.8109 2.9752
N -1.9632 -0.0665 3.8634
C -1.5379 1.2531 3.8050
C -1.8206 2.1088 4.8591
C -1.3678 3.4164 4.7844
C -0.6662 3.8324 3.6591
C -0.4294 2.9217 2.6459
N -0.8524 1.6594 2.7206
H -2.9743 -5.8464 3.0131
H -4.3548 -4.1652 4.1828
H -3.6972 -1.7807 4.1460
H -0.2058 -2.7860 1.8786
H -0.9249 -5.1577 1.8175
H -2.3701 1.7309 5.7092
H -1.5618 4.1047 5.5957
H -0.3171 4.8503 3.5676
H 0.1007 3.1771 1.7352
C 1.0492 4.1514 -1.2045
C 0.4374 2.9812 -1.9855
C -1.0719 3.0250 -1.7353
C 0.7510 3.1671 -3.4732
P 1.1126 1.3589 -1.2537
N 0.3631 1.0764 0.0938
C 0.8421 -0.0820 -2.4937
C 1.7829 -0.1182 -3.7001
C -0.5988 0.0440 -3.0092
C 0.9459 -1.4062 -1.7181
C 2.9854 1.5375 -0.9240
C 3.1825 2.3611 0.3539
C 3.5343 0.1371 -0.6342
C 3.7710 2.1441 -2.0895
H 0.5010 5.0628 -1.4510
H 2.0899 4.3238 -1.4695
H 0.9673 3.9950 -0.1281
H -1.4382 4.0335 -1.9405
H -1.2794 2.7888 -0.6920
H -1.6264 2.3370 -2.3706
H 0.5420 4.2033 -3.7489
H 0.1376 2.5357 -4.1120
H 1.8001 2.9735 -3.6944
H 1.7584 0.8081 -4.2727
H 1.4555 -0.9235 -4.3630
H 2.8137 -0.3323 -3.4243
H -0.7014 0.8329 -3.7506
H -1.2914 0.2297 -2.1900
H -0.8815 -0.8924 -3.4984
H 1.9602 -1.7962 -1.6825
H 0.3240 -2.1674 -2.1957
H 0.5945 -1.2773 -0.6955
H 2.4760 2.0295 1.1191
H 3.0607 3.4288 0.1967
H 4.2015 2.2124 0.7256
H 2.9467 -0.3543 0.1404
H 4.5687 0.2283 -0.2904
H 3.5489 -0.4911 -1.5205
H 3.5385 3.1964 -2.2406
H 3.5949 1.6152 -3.0238
H 4.8400 2.0757 -1.8709
O -2.2046 -4.3538 -4.1337
C -3.5111 -4.3041 -3.6397
N -3.7564 -3.0825 -2.8743
C -3.1042 -2.8947 -1.7131
O -2.3945 -3.7463 -1.1986
C -3.2359 -1.5398 -1.0671
C -4.1902 -0.5705 -1.3466
C -4.1115 0.6466 -0.6829
C -3.0871 0.8686 0.2149
N -2.1651 -0.0625 0.4904
C -2.2587 -1.2393 -0.1348
H -1.6184 -4.6028 -3.4106
H -3.7221 -5.1488 -2.9828
H -4.1903 -4.3141 -4.4872
H -4.1891 -2.3038 -3.3403
H -4.9879 -0.7376 -2.0585
H -4.8446 1.4199 -0.8625
H -2.9842 1.8147 0.7307
H -1.5154 -1.9908 0.0879
N 5.0381 -0.2233 2.6912
C 4.5191 -1.4379 2.8785
N 5.3117 -2.4468 3.2250
N 3.2348 -1.7059 2.7364
C 2.1789 -1.0858 2.4611
N 1.1221 -0.6415 2.2268
H 6.0150 -0.0436 2.8507
H 4.4605 0.5449 2.3959
H 6.3006 -2.3381 3.3718
H 4.9123 -3.3590 3.3655
```

E_HOMO	-12.80	eV
HOMO-LUMO gap	6.04	eV
relative energy (zero: lowest compared OMol25 entry of this formula, charge and spin)	0.0	kJ/mol
total charge	+2

No. 2
Entry from the Open Molecules 2025 dataset: a molecular structure, C32H48AsF6O24 (ωB97M-V/def2-TZVPD).

The geometry in XYZ format:
```
111
C32H48AsF6O24 (ωB97M-V/def2-TZVPD)
As 0.1606 -0.7912 -0.1045
F 0.4609 0.1060 1.4508
F -1.5095 -1.1308 0.4152
F -0.1839 -1.7117 -1.6111
F 1.8484 -0.5546 -0.6995
F 0.6753 -2.3337 0.6969
F -0.3916 0.7285 -0.8969
C -0.3811 -1.3973 3.0148
C -1.7037 -2.0327 2.6022
C -1.5705 -2.9219 1.3981
O -2.2908 -4.0758 1.7519
C -2.4094 -4.1350 3.0866
O -2.6778 -5.1007 3.8015
O -2.0430 -2.9528 3.6334
H -0.3182 -0.9653 4.0136
H 0.0169 -0.7241 2.2556
H 0.2813 -2.2539 3.1394
H -2.5562 -1.3550 2.5562
H -0.5937 -3.1585 0.9763
H -2.1615 -2.4823 0.5946
C 0.1682 1.3931 3.1977
C 1.0278 2.6045 3.4896
C 0.9640 3.0967 4.9502
O 2.2734 2.9007 5.4163
C 3.0339 2.3904 4.5073
O 4.1681 2.0484 4.7650
O 2.4122 2.3634 3.3452
H 0.4564 0.5370 3.8077
H 0.2531 0.9860 2.1902
H -0.8790 1.6946 3.1760
H 0.6872 3.4470 2.8877
H 0.3884 2.4856 5.6454
H 0.7919 4.1721 4.9932
C 1.7618 2.4715 1.3420
C 1.3038 1.9103 -0.0164
C 0.5548 2.9328 -0.8571
O 1.1186 2.7850 -2.1209
C 2.2342 1.9978 -2.0433
O 2.9715 1.8073 -3.0000
O 2.4728 1.7081 -0.8302
H 2.2702 1.7132 1.9375
H 0.8623 2.6358 1.9353
H 2.3875 3.3638 1.3623
H 0.7599 0.9681 0.0520
H 0.6811 3.9516 -0.4906
H -0.5000 2.6688 -0.9328
C -3.7011 -0.2248 -1.1521
C -2.5157 -0.9363 -1.7660
C -2.3038 -2.4304 -1.4681
O -1.9911 -3.0236 -2.6765
C -2.3173 -2.1812 -3.6599
O -2.2450 -2.4170 -4.8907
O -2.7374 -1.0271 -3.1663
H -4.6726 -0.6996 -1.2891
H -3.6236 0.7625 -1.6076
H -3.6169 -0.0172 -0.0854
H -1.6070 -0.3707 -1.5600
H -3.2421 -2.8435 -1.0979
H -1.5146 -2.6517 -0.7495
C -3.3448 1.6094 0.3604
C -2.5813 0.6149 1.2446
C -1.4673 1.2059 2.0101
O -1.8061 0.9466 3.3265
C -3.0297 0.3082 3.4254
O -3.6151 -0.0252 4.4531
O -3.5104 0.0593 2.2147
H -2.8082 2.0493 -0.4802
H -3.8460 2.3877 0.9358
H -4.1769 1.1047 -0.1305
H -2.1495 -0.2608 0.7602
H -1.4792 2.2697 1.7729
H -0.5269 0.6787 1.8498
C -0.8734 1.2242 -2.9439
C -1.8047 2.3310 -2.7160
C -2.1737 3.1295 -3.8726
O -3.5493 3.2976 -3.6971
C -4.0257 2.6210 -2.7037
O -5.1902 2.6881 -2.2884
O -3.0653 1.8000 -2.2590
H 0.0201 1.5128 -3.4975
H -1.4444 0.4806 -3.4999
H -0.6526 0.6351 -2.0538
H -1.4656 3.0321 -1.9534
H -1.8609 2.5513 -4.7420
H -1.6012 4.0569 -3.8886
C 3.3940 -0.7761 -1.7142
C 4.6073 0.0034 -2.2206
C 4.6740 1.4017 -1.5990
O 5.9912 1.4528 -1.1593
C 6.6151 0.2772 -1.2712
O 7.7699 0.0018 -0.9884
O 5.7994 -0.6105 -1.7865
H 3.3640 -0.8786 -0.6294
H 3.3105 -1.8308 -1.9767
H 2.4354 -0.3844 -2.0545
H 4.5933 -0.0182 -3.3103
H 3.9536 1.5152 -0.7889
H 4.4624 2.2196 -2.2876
C 0.3282 -4.2102 -0.0425
C 0.9968 -3.6827 -1.4082
C 2.0608 -2.5582 -1.3787
O 3.1929 -3.1040 -2.0593
C 2.9816 -4.3992 -2.3056
O 3.8375 -5.1125 -2.8512
O 1.7654 -4.8109 -1.8342
H -0.0141 -5.2288 -0.2252
H -0.5262 -3.5847 0.2159
H 1.0862 -4.2737 0.7382
H 0.1971 -3.4880 -2.1228
H 2.3089 -2.3043 -0.3481
H 1.6551 -1.6546 -1.8338
```

E_HOMO	-7.86	eV
HOMO-LUMO gap	7.26	eV
relative energy (zero: lowest compared OMol25 entry of this formula, charge and spin)	5026.1	kJ/mol
total charge	-1

No. 3
Entry from the Open Molecules 2025 dataset: 10 unconnected molecules or ions with the total composition C32H48Br18F13N3O5P (ωB97M-V/def2-TZVPD).

The geometry in XYZ format:
```
120
C32H48Br18F13N3O5P (ωB97M-V/def2-TZVPD)
C -2.2817 1.5305 1.4478
P -1.6839 3.2363 1.1499
O -0.8145 3.6673 2.4969
C -3.1816 4.3722 1.1422
C -4.3867 3.6690 0.5330
N -5.2757 4.5020 -0.2900
C -6.5508 3.9129 -0.4583
F -7.1424 3.6128 0.7193
F -7.3925 4.7214 -1.1045
C -6.4875 2.5636 -1.2562
F -6.1575 1.5754 -0.4173
F -5.5467 2.6843 -2.1887
C -7.8555 2.1683 -1.8883
F -7.8246 0.8528 -2.1059
F -8.0044 2.7542 -3.0633
F -8.8658 2.4132 -1.0811
C -5.3371 5.9006 0.0241
O -6.2613 6.2251 1.1066
C -5.6912 6.0720 2.2531
N -5.0861 6.0546 3.2525
C -3.9869 6.5848 0.1835
N -2.8244 5.6812 0.5289
C -1.9052 5.5631 -0.7085
O -2.3030 4.9355 -1.6513
C -0.5848 6.3436 -0.6634
F -0.1474 6.5092 0.5864
F -0.9048 7.5725 -1.1189
C 0.5742 5.8278 -1.5710
F 1.5119 6.7674 -1.4971
F 0.1608 5.8093 -2.8427
C 1.1356 4.4281 -1.2696
F 1.3406 4.2528 0.0518
F 0.2316 3.5247 -1.6397
C 2.4741 4.0577 -1.9970
O 2.6333 2.8949 -2.2740
O 3.3991 5.0006 -2.2594
H -2.9462 1.4624 2.3084
H -2.7683 1.1627 0.5499
H -1.3964 0.9437 1.6708
H -1.4276 4.0202 3.1558
H -3.4111 4.5683 2.1917
H -4.0143 2.8720 -0.1102
H -4.8961 3.1556 1.3471
H -5.7933 6.3740 -0.8366
H -4.0089 7.4110 0.8846
H -3.7489 7.0423 -0.7716
H -2.2655 6.1796 1.2283
H 3.9042 5.2803 -1.4364
Br -2.8897 -1.4465 3.2601
C -3.9002 -2.1549 1.7514
C -3.5128 -3.5769 1.4517
Br -1.8001 -3.6613 0.5297
H -3.7277 -1.4881 0.9123
H -4.9440 -2.0944 2.0527
H -4.2297 -4.0321 0.7716
H -3.4262 -4.1876 2.3448
Br -0.6968 -6.6636 -1.7310
C -0.6101 -5.3156 -3.1293
C 0.7293 -4.6287 -3.1433
Br 0.8814 -3.3528 -1.6806
H -1.4337 -4.6294 -2.9567
H -0.7771 -5.8512 -4.0623
H 0.8505 -4.0438 -4.0529
H 1.5628 -5.3166 -3.0452
Br 2.2964 -9.4118 -2.6287
C 1.8278 -8.5759 -4.3201
C 3.0410 -8.2005 -5.1294
Br 3.9002 -6.5887 -4.4555
H 1.1939 -7.7259 -4.0839
H 1.2433 -9.3250 -4.8502
H 2.7566 -7.9586 -6.1513
H 3.7976 -8.9782 -5.1395
Br 4.1411 -5.8839 0.9315
C 5.8891 -5.8922 0.0738
C 5.8695 -6.6827 -1.2063
Br 5.8756 -8.5967 -0.8688
H 6.5961 -6.2798 0.7999
H 6.1141 -4.8471 -0.1283
H 6.7698 -6.4928 -1.7872
H 4.9973 -6.4761 -1.8153
Br 5.9500 4.9682 -1.1614
C 7.7110 5.6608 -1.6641
C 8.1270 5.1515 -3.0152
Br 8.7260 3.3029 -2.9258
H 8.3970 5.3834 -0.8741
H 7.5990 6.7424 -1.6767
H 8.9827 5.7149 -3.3819
H 7.3278 5.1899 -3.7484
Br -2.9324 -8.2206 3.9812
C -1.3107 -7.4049 3.2783
C -1.3504 -7.2958 1.7782
Br -1.0142 -9.0099 0.9188
H -0.4771 -8.0003 3.6357
H -1.2689 -6.4159 3.7301
H -0.5582 -6.6396 1.4225
H -2.3056 -6.9401 1.4049
Br -8.8192 3.0825 7.6834
C -7.3274 4.1671 7.0700
C -7.4796 4.5488 5.6223
Br -7.0606 3.0566 4.4414
H -6.4234 3.5990 7.2633
H -7.3386 5.0549 7.6984
H -6.7710 5.3311 5.3561
H -8.4849 4.8726 5.3730
Br 8.0267 8.4220 1.4995
C 9.4533 7.2309 2.0788
C 10.6918 7.4043 1.2416
Br 10.4877 6.5593 -0.5000
H 9.0553 6.2222 2.0388
H 9.6525 7.5001 3.1136
H 11.5400 6.9069 1.7067
H 10.9411 8.4442 1.0588
Br 6.3094 -13.2116 -1.3496
C 4.7762 -12.3799 -0.4878
C 3.5604 -13.2666 -0.5368
Br 2.7448 -13.2563 -2.3028
H 4.6190 -11.4243 -0.9793
H 5.0831 -12.2114 0.5424
H 2.7916 -12.8928 0.1364
H 3.7787 -14.3016 -0.2956
```

E_HOMO	-10.60	eV
HOMO-LUMO gap	6.20	eV
total charge	+1

No. 4
Entry from the Open Molecules 2025 dataset: a molecular structure, C32H48O3SSeY (ωB97M-V/def2-TZVPD).

The geometry in XYZ format:
```
86
C32H48O3SSeY (ωB97M-V/def2-TZVPD)
Y 0.6413 -1.3778 -2.8931
C 0.9709 4.5518 1.2577
C 2.2083 3.6600 1.3312
C 2.2293 2.9660 2.6990
C 3.4520 4.5482 1.1914
C 2.2083 2.5979 0.2343
C 1.1640 2.4274 -0.6586
C 1.2413 1.4439 -1.6399
Se -0.2682 1.2295 -2.8281
C -1.6976 0.6518 -1.6726
C -2.3215 1.6253 -0.9192
C -3.3789 1.2884 -0.0751
C -3.7959 -0.0305 -0.0910
C -3.2337 -1.0409 -0.8840
C -2.1276 -0.6951 -1.6641
O -1.3914 -1.5730 -2.3774
C -3.9002 -2.4227 -0.8252
C -3.3222 -3.4661 -1.7799
C -3.7900 -2.9721 0.6010
C -5.3844 -2.2762 -1.1963
C -4.0367 2.3649 0.7849
C -4.6411 3.4397 -0.1257
C -5.1433 1.7976 1.6710
C -2.9735 3.0060 1.6866
C 2.3752 0.6292 -1.7731
O 2.3609 -0.2982 -2.7699
C 3.4279 0.7400 -0.8522
C 3.3000 1.7378 0.1101
C 4.6916 -0.1272 -0.8099
C 5.9144 0.7671 -1.0524
C 4.7338 -1.2650 -1.8330
C 4.8006 -0.7780 0.5772
H 1.0209 5.3119 2.0381
H 0.8969 5.0697 0.2997
H 0.0502 3.9862 1.4135
H 2.2330 3.7082 3.4984
H 1.3538 2.3285 2.8319
H 3.1182 2.3466 2.8201
H 3.4427 5.3205 1.9616
H 4.3749 3.9810 1.3080
H 3.4811 5.0384 0.2180
H 0.2906 3.0612 -0.6088
H -1.9955 2.6545 -0.9856
H -4.6235 -0.3123 0.5415
H -2.3241 -3.7803 -1.4801
H -3.9670 -4.3473 -1.7557
H -3.2650 -3.1048 -2.8041
H -2.7502 -3.0127 0.9322
H -4.3421 -2.3676 1.3201
H -4.1970 -3.9841 0.6457
H -5.4965 -1.9487 -2.2304
H -5.8907 -3.2367 -1.0897
H -5.9029 -1.5584 -0.5658
H -5.3921 3.0166 -0.7935
H -5.1187 4.2166 0.4733
H -3.8816 3.9219 -0.7420
H -5.9590 1.3637 1.0915
H -4.7687 1.0344 2.3547
H -5.5670 2.5993 2.2764
H -2.1943 3.4913 1.0980
H -3.4213 3.7676 2.3262
H -2.4976 2.2611 2.3263
H 4.1114 1.8599 0.8137
H 5.8691 1.2364 -2.0357
H 5.9978 1.5587 -0.3087
H 6.8275 0.1711 -1.0053
H 4.6923 -0.9098 -2.8592
H 5.6708 -1.8089 -1.6931
H 3.9110 -1.9678 -1.6817
H 4.9052 -0.0516 1.3807
H 3.9169 -1.3843 0.7905
H 5.6751 -1.4297 0.6101
O 1.0734 -2.0035 -0.7575
S 0.2187 -3.0650 -0.0109
C 0.5400 -4.6114 -0.9101
C 1.2318 -5.5689 0.0653
C 2.1402 -4.6903 0.9209
C 1.2418 -3.5530 1.3869
H 1.2587 -4.3262 -1.6853
H -0.3797 -4.9740 -1.3633
H 1.7669 -6.3399 -0.4874
H 0.4948 -6.0741 0.6921
H 2.9732 -4.2968 0.3353
H 2.5600 -5.2267 1.7699
H 1.7342 -2.6419 1.7254
H 0.5477 -3.8786 2.1639
```

E_HOMO	-10.53	eV
HOMO-LUMO gap	6.69	eV
relative energy (zero: lowest compared OMol25 entry of this formula, charge and spin)	19.4	kJ/mol
total charge	+1

No. 5
Entry from the Open Molecules 2025 dataset: a molecular structure, C32H49AsBrFeNOSi3 (ωB97M-V/def2-TZVPD).

The geometry in XYZ format:
```
89
C32H49AsBrFeNOSi3 (ωB97M-V/def2-TZVPD)
Fe -0.3500 0.5135 -0.3500
C 0.7962 -2.8731 -0.3366
O 0.4888 -1.6188 0.2376
Si 0.0354 -1.2571 1.8333
C -0.7740 -2.7582 2.5770
C 1.6186 -1.0123 2.7867
C -1.0096 0.2381 1.6289
Si -2.7334 -0.1463 0.9778
C -2.9417 -1.8043 0.1106
C -3.9358 -0.2894 2.4226
C -3.4615 1.1732 -0.1543
Si -0.8982 1.4298 3.0197
C -1.0956 0.5910 4.6825
C 0.7783 2.3140 3.0452
C -2.2224 2.7727 2.9833
H 0.2241 -3.6753 0.1366
H 1.8624 -3.0939 -0.2313
H 0.5348 -2.8298 -1.3949
H -0.0462 -3.5469 2.7870
H -1.5622 -3.1740 1.9494
H -1.2304 -2.4669 3.5287
H 2.1870 -1.9473 2.7714
H 1.4352 -0.7580 3.8333
H 2.2456 -0.2274 2.3645
H -3.4425 -2.4959 0.7913
H -2.0180 -2.2605 -0.2483
H -3.5742 -1.6540 -0.7693
H -3.5781 -1.0529 3.1198
H -4.9254 -0.5952 2.0686
H -4.0587 0.6434 2.9762
H -3.1481 1.0486 -1.1954
H -3.2209 2.1925 0.1583
H -4.5489 1.0572 -0.1119
H -0.3524 -0.1918 4.8501
H -2.0845 0.1294 4.7430
H -1.0082 1.3099 5.5026
H 1.2675 2.2037 4.0168
H 0.6725 3.3879 2.8620
H 1.4578 1.9098 2.2919
H -3.0480 2.5131 3.6489
H -2.6413 2.9319 1.9902
H -1.8138 3.7255 3.3326
C 3.8536 0.1767 0.1406
As 2.2794 0.9539 -0.6742
C 2.9818 2.7406 -0.9840
C 2.4396 0.1435 -2.4750
C 3.6094 0.6123 -3.2807
C 3.4999 1.7465 -4.0855
C 4.5816 2.2052 -4.8220
C 5.7977 1.5341 -4.7679
C 5.9166 0.3986 -3.9796
C 4.8296 -0.0583 -3.2453
H 4.7017 0.3278 -0.5265
H 3.6962 -0.8872 0.3123
H 4.0528 0.6614 1.0956
H 3.9459 2.6826 -1.4867
H 3.1022 3.2326 -0.0179
H 2.2910 3.3206 -1.5933
H 1.4927 0.3316 -2.9813
H 2.4854 -0.9305 -2.2832
H 2.5491 2.2673 -4.1362
H 4.4743 3.0852 -5.4434
H 6.6418 1.8892 -5.3443
H 6.8549 -0.1400 -3.9410
H 4.9241 -0.9563 -2.6449
C -0.9022 -0.3777 -2.1033
C -1.2652 -1.0458 -3.0538
C -1.6992 -1.8293 -4.1809
C -1.3177 -1.4852 -5.4788
C -1.7395 -2.2383 -6.5638
C -2.5506 -3.3486 -6.3695
C -2.9347 -3.7013 -5.0820
C -2.5123 -2.9498 -3.9962
H -0.6799 -0.6219 -5.6259
H -1.4328 -1.9580 -7.5635
H -2.8799 -3.9367 -7.2164
H -3.5671 -4.5653 -4.9220
H -2.8091 -3.2185 -2.9900
Br -0.9008 2.4935 -3.9663
C -1.0994 3.2516 -2.2487
C -1.8606 4.4126 -2.1511
C -1.8952 5.0680 -0.9376
C -1.1451 4.5736 0.1179
C -0.4363 3.4071 -0.0876
N -0.4359 2.7157 -1.2403
H -2.3828 4.7841 -3.0197
H -2.4869 5.9676 -0.8246
H -1.1103 5.0619 1.0810
H 0.1628 2.9795 0.7105
```

E_HOMO (alpha / beta)	-7.67 / -7.92	eV
HOMO-LUMO gap (alpha / beta)	7.82 / 7.97	eV
relative energy (zero: lowest compared OMol25 entry of this formula, charge and spin)	0.0	kJ/mol
multiplicity	5

Number 1: calculated total energy -68837.228 eV. Number 2: calculated total energy -160204.073 eV. Number 3: calculated total energy -1354043.236 eV. Number 4: calculated total energy -117328.050 eV. Number 5: calculated total energy -226420.346 eV.